1.
# C31H32N7O4PtS2Si

A molecular structure, C31H32N7O4PtS2Si (the ωB97M-V functional and the def2-TZVPD basis, the OMol25 dataset).

```
! RIJCOSX wB97M-V def2-TZVPD def2/J DEFGRID3
* xyz 1 5
Pt 0.03 -0.49 0.12
C 1.51 -0.64 4.13
C 1.29 -0.40 2.67
N 0.09 -0.67 2.09
O -0.69 -1.60 2.80
C 2.28 0.13 1.85
C 3.64 0.50 2.34
N 1.97 0.24 0.55
O 2.67 0.71 -0.38
H 0.66 -1.17 4.55
H 1.64 0.31 4.65
H 2.40 -1.25 4.28
H -1.61 -1.27 2.82
H 3.59 1.23 3.14
H 4.22 0.91 1.52
H 4.15 -0.38 2.73
N 5.34 -0.49 -5.40
C 4.07 -0.60 -4.95
C 3.09 0.31 -5.37
C 1.79 0.20 -4.92
C 1.47 -0.81 -4.03
C 2.42 -1.72 -3.60
C 3.71 -1.63 -4.06
S -0.14 -0.84 -3.31
O -0.45 -2.20 -2.90
O -1.12 -0.18 -4.11
N 0.06 -0.03 -1.88
C 0.23 1.29 -1.88
N 0.06 1.87 -0.67
C 0.27 3.16 -0.57
C 0.58 3.94 -1.67
C 0.68 3.27 -2.88
N 0.53 1.96 -2.98
H 5.62 0.29 -5.96
H 6.05 -1.12 -5.08
H 3.36 1.08 -6.07
H 1.02 0.88 -5.23
H 2.14 -2.49 -2.90
H 4.45 -2.36 -3.74
H 0.17 3.58 0.43
H 0.72 5.01 -1.58
H 0.92 3.78 -3.80
C -4.66 1.69 -3.16
C -3.89 2.23 -2.14
C -3.11 1.41 -1.35
C -3.10 0.04 -1.55
C -3.86 -0.50 -2.59
C -4.64 0.32 -3.39
Si -2.20 -1.17 -0.40
C -3.21 -1.23 1.24
C -3.52 -2.46 1.82
C -4.35 -2.52 2.93
C -4.87 -1.36 3.47
C -4.57 -0.13 2.90
C -3.74 -0.07 1.80
H -5.26 2.33 -3.79
H -3.90 3.30 -1.97
H -2.51 1.85 -0.56
H -3.84 -1.56 -2.77
H -5.23 -0.11 -4.18
H -2.34 -2.55 -0.96
H -3.13 -3.36 1.39
H -4.61 -3.48 3.36
H -5.52 -1.41 4.34
H -5.00 0.77 3.31
H -3.52 0.88 1.35
S 1.48 -2.69 -0.12
C 0.28 -3.92 -0.11
N -0.22 -4.33 -1.30
C -1.11 -5.33 -1.39
C -1.53 -6.00 -0.27
C -1.06 -5.57 0.99
C -0.15 -4.54 1.06
H -0.05 -3.71 -2.11
H -1.46 -5.58 -2.38
H -2.22 -6.82 -0.35
H -1.41 -6.05 1.89
H 0.23 -4.18 2.01
*
```

Energy above the lowest of the compared OMol25 structures with the same formula, charge and spin ... 98.03 kJ/mol
Highest occupied orbital energy (spin up / spin down) ... -9.81 / -10.07 eV
LUMO (spin up / spin down) ... -2.714 / -5.684 eV
Kohn-Sham gap (spin up / spin down) ... 0.2607 / 0.1611 Ha
Expectation value of S² ... 6.03


2.
# C31H33As2N3O8Sn

A molecular structure, C31H33As2N3O8Sn (the ωB97M-V functional and the def2-TZVPD basis, the OMol25 dataset).

```
! RIJCOSX wB97M-V def2-TZVPD def2/J DEFGRID3
* xyz 2 1
Sn -0.39 0.48 -1.24
C 1.53 -1.98 -2.92
C 1.81 -2.08 -1.44
C 2.66 -3.07 -0.96
C 2.94 -3.13 0.39
C 2.36 -2.21 1.25
C 1.52 -1.26 0.71
N 1.27 -1.19 -0.61
C 0.90 -0.19 1.54
C 0.92 -0.21 2.92
C 0.44 0.89 3.61
C -0.01 2.00 2.91
C -0.03 1.95 1.53
N 0.38 0.85 0.87
C -0.44 3.11 0.68
C -0.85 4.31 1.21
C -1.18 5.34 0.33
C -1.09 5.12 -1.03
C -0.67 3.87 -1.50
C -0.59 3.56 -2.96
N -0.35 2.90 -0.64
H 2.37 -1.51 -3.43
H 0.63 -1.40 -3.12
H 1.40 -2.97 -3.35
H 3.10 -3.78 -1.65
H 3.61 -3.89 0.78
H 2.59 -2.23 2.30
H 1.30 -1.07 3.46
H 0.45 0.90 4.69
H -0.33 2.88 3.44
H -0.91 4.48 2.27
H -1.49 6.30 0.71
H -1.32 5.90 -1.74
H -0.64 4.47 -3.56
H -1.42 2.92 -3.26
H 0.35 3.05 -3.20
C -5.41 1.45 5.42
O -4.64 1.14 4.23
C -5.29 1.34 3.08
O -6.40 1.79 2.99
C -4.35 1.08 1.92
C -4.67 1.59 0.71
As -6.17 0.61 -0.20
C -7.30 -0.25 1.13
C -4.81 -0.91 -0.35
C -3.71 -1.18 0.36
As -2.96 -0.28 2.01
C -3.87 -1.46 3.29
C -2.63 -2.07 -0.19
O -1.57 -1.55 -0.52
O -2.75 -3.37 -0.27
C -3.89 -4.07 0.29
C -5.33 -1.76 -1.49
O -6.35 -2.37 -1.29
O -4.76 -1.78 -2.69
C -3.68 -0.90 -3.06
C -3.57 1.77 -0.29
O -2.50 1.18 -0.24
O -3.75 2.60 -1.30
C -4.88 3.51 -1.36
H -4.82 1.07 6.25
H -6.38 0.98 5.38
H -5.53 2.53 5.51
H -7.99 0.49 1.53
H -6.74 -0.72 1.93
H -7.84 -1.00 0.56
H -4.95 -1.43 3.21
H -3.57 -1.17 4.30
H -3.52 -2.47 3.10
H -4.74 -4.03 -0.38
H -4.15 -3.66 1.26
H -3.55 -5.10 0.40
H -2.75 -1.46 -3.05
H -3.62 -0.04 -2.40
H -3.89 -0.57 -4.08
H -4.51 4.40 -1.86
H -5.24 3.76 -0.37
H -5.67 3.06 -1.95
*
```

Highest occupied orbital energy ... -13.47 eV
LUMO ... -6.249 eV
Kohn-Sham gap ... 0.2654 Ha


3.
# C31H33BF2O2S

2 unconnected molecules or ions with the total composition C31H33BF2O2S (the ωB97M-V functional and the def2-TZVPD basis, the OMol25 dataset).

```
! RIJCOSX wB97M-V def2-TZVPD def2/J DEFGRID3
* xyz 0 1
C 3.14 -1.16 2.03
C 2.32 -1.98 1.04
C 2.48 -3.48 1.27
O 0.93 -1.67 1.35
B 0.29 -1.37 0.18
C -1.13 -0.67 -0.21
C -1.30 -1.63 -1.40
C -1.15 -1.24 -2.74
C -1.05 -2.19 -3.76
C -1.14 -3.57 -3.48
C -1.27 -3.94 -2.15
F -1.15 -5.27 -1.81
C -1.36 -3.01 -1.12
C -2.20 -0.94 0.82
C -3.53 -0.46 0.81
C -4.45 -0.85 1.79
C -4.16 -1.85 2.73
C -2.87 -2.36 2.69
F -2.51 -3.42 3.48
C -1.89 -1.86 1.83
O 1.13 -1.14 -0.89
C 2.45 -1.56 -0.50
C 3.34 -0.34 -0.75
C 2.77 -2.67 -1.51
H 4.21 -1.43 2.01
H 3.06 -0.08 1.86
H 2.79 -1.38 3.04
H 3.53 -3.80 1.22
H 2.09 -3.75 2.26
H 1.91 -4.04 0.51
H -1.05 0.38 -0.52
H -1.07 -0.18 -2.97
H -0.89 -1.88 -4.79
H -1.05 -4.33 -4.26
H -1.44 -3.36 -0.09
H -3.87 0.21 0.03
H -5.43 -0.37 1.85
H -4.87 -2.24 3.45
H -0.90 -2.27 1.93
H 4.39 -0.54 -0.47
H 3.33 -0.08 -1.82
H 2.98 0.52 -0.17
H 3.73 -3.17 -1.31
H 1.94 -3.40 -1.54
H 2.82 -2.21 -2.52
C -4.49 3.92 -0.05
C -3.19 3.19 -0.04
C -2.67 2.70 1.17
C -1.31 2.41 1.26
C -0.49 2.65 0.11
C 0.91 2.90 0.21
C 1.69 2.99 1.37
C 2.95 3.60 1.17
C 3.24 3.85 -0.17
C 4.37 4.67 -0.67
S 1.89 3.38 -1.16
C -1.10 2.79 -1.16
C -2.48 2.96 -1.23
H -4.75 4.21 -1.07
H -5.30 3.31 0.37
H -4.42 4.83 0.57
H -3.33 2.56 2.04
H -0.84 2.08 2.20
H 1.29 2.71 2.34
H 3.63 3.91 1.96
H 4.91 5.06 0.20
H 5.06 4.10 -1.29
H 4.00 5.52 -1.26
H -0.48 2.79 -2.06
H -2.99 3.00 -2.20
*
```

Energy above the lowest of the compared OMol25 structures with the same formula, charge and spin ... 0.00 kJ/mol
Highest occupied orbital energy ... -7.56 eV
LUMO ... 0.173 eV
Kohn-Sham gap ... 0.2843 Ha
SMILES string ... CC1(C)OB(C(c2cccc(F)c2)c2cccc(F)c2)OC1(C)C.Cc1ccc(-c2ccc(C)s2)cc1


4.
# C31H33Br2N9O2STa

A molecular structure, C31H33Br2N9O2STa (the ωB97M-V functional and the def2-TZVPD basis, the OMol25 dataset).

```
! RIJCOSX wB97M-V def2-TZVPD def2/J DEFGRID3
* xyz 3 1
Ta 0.58 0.34 0.90
N 0.71 2.92 4.78
C 0.36 2.25 3.70
S 1.64 1.93 2.50
N -0.85 1.86 3.52
N -1.20 1.14 2.46
C -2.47 0.98 2.26
C -3.06 0.16 1.24
C -4.45 0.13 1.11
C -5.06 -0.69 0.18
C -4.29 -1.53 -0.61
C -2.91 -1.53 -0.50
C -2.27 -0.66 0.39
O -0.94 -0.57 0.44
H 1.66 3.23 4.91
H 0.03 3.16 5.48
H -3.15 1.48 2.95
H -5.05 0.76 1.75
H -6.14 -0.69 0.08
H -4.76 -2.21 -1.30
H -2.30 -2.19 -1.10
Br -2.17 -5.65 3.32
C -1.10 -4.15 2.94
C -1.11 -3.02 3.77
C -0.35 -1.93 3.40
N 0.42 -1.90 2.31
C 0.49 -3.00 1.55
C -0.26 -4.14 1.83
C 1.40 -3.00 0.38
C 2.06 -4.16 0.02
C 2.88 -4.17 -1.11
Br 3.76 -5.75 -1.65
C 3.03 -2.98 -1.82
C 2.36 -1.86 -1.37
N 1.55 -1.85 -0.31
H -1.72 -3.01 4.66
H -0.35 -1.04 4.02
H -0.24 -5.00 1.18
H 1.96 -5.06 0.61
H 3.65 -2.94 -2.70
H 2.48 -0.92 -1.90
O 2.93 -0.63 1.82
C 4.18 -0.20 1.31
C 4.03 0.74 0.14
C 5.20 1.20 -0.45
C 5.13 2.11 -1.49
C 3.87 2.53 -1.91
C 2.76 2.01 -1.28
N 2.82 1.12 -0.27
H 3.09 -1.07 2.67
H 4.78 -1.07 0.99
H 4.75 0.34 2.09
H 6.16 0.86 -0.08
H 6.03 2.48 -1.96
H 3.76 3.25 -2.70
H 1.77 2.32 -1.57
C -2.26 0.02 -3.79
C -0.84 -0.44 -3.50
N -0.36 0.23 -2.30
C -0.86 1.37 -1.79
N -0.31 1.81 -0.63
C -0.68 3.18 -0.24
C -2.16 3.42 -0.49
C -2.41 3.25 -1.98
N -1.82 2.01 -2.45
C -2.25 1.54 -3.76
H -2.94 -0.36 -3.04
H -2.58 -0.33 -4.77
H -0.18 -0.21 -4.34
H -0.80 -1.52 -3.34
H 0.42 -0.20 -1.83
H -0.09 3.90 -0.82
H -0.44 3.32 0.81
H -2.45 4.43 -0.18
H -2.76 2.70 0.08
H -1.99 4.09 -2.54
H -3.49 3.22 -2.19
H -1.58 1.93 -4.53
H -3.25 1.93 -3.95
*
```

Energy above the lowest of the compared OMol25 structures with the same formula, charge and spin ... 209.88 kJ/mol
Highest occupied orbital energy (spin up / spin down) ... -16.05 / -16.05 eV
LUMO (spin up / spin down) ... -10.107 / -10.106 eV
Kohn-Sham gap (spin up / spin down) ... 0.2183 / 0.2183 Ha


5.
# C31H33BrF5N8O5PtSi

A molecular structure, C31H33BrF5N8O5PtSi (the ωB97M-V functional and the def2-TZVPD basis, the OMol25 dataset).

```
! RIJCOSX wB97M-V def2-TZVPD def2/J DEFGRID3
* xyz 1 1
Pt -0.62 -0.20 0.07
Br 8.33 6.28 5.53
C 7.42 4.73 4.97
C 6.25 4.36 5.61
C 5.57 3.22 5.20
C 6.08 2.45 4.15
C 7.27 2.83 3.52
C 7.94 3.97 3.92
N 5.46 1.31 3.64
N 4.46 0.90 4.28
C 3.35 0.36 3.66
C 2.38 -0.14 4.54
C 1.09 -0.46 4.13
C 0.71 -0.28 2.80
O -0.55 -0.42 2.41
C 1.74 0.04 1.85
N 1.38 0.01 0.54
C 2.29 0.20 -0.40
C 3.63 0.43 -0.08
C 4.01 0.52 1.24
C 3.05 0.32 2.25
H 5.87 4.96 6.42
H 4.66 2.92 5.69
H 7.65 2.22 2.71
H 8.86 4.28 3.44
H 2.68 -0.24 5.58
H 0.34 -0.83 4.82
H 1.94 0.16 -1.41
H 4.34 0.56 -0.88
H 5.04 0.72 1.51
C -1.21 -0.14 -4.86
Si 0.07 -0.48 -3.53
C 1.43 0.81 -3.70
C 0.84 -2.16 -3.84
O -0.71 -0.48 -2.08
H -0.77 -0.25 -5.85
H -1.61 0.87 -4.79
H -2.05 -0.84 -4.78
H 1.62 0.96 -4.77
H 2.37 0.49 -3.27
H 1.15 1.78 -3.28
H 1.57 -2.11 -4.66
H 0.09 -2.91 -4.12
H 1.36 -2.53 -2.96
O -4.02 -5.55 2.64
C -4.70 -4.45 3.23
N -4.32 -3.28 2.50
C -5.16 -2.65 1.63
O -6.34 -2.91 1.53
C -4.54 -1.64 0.71
C -5.29 -1.17 -0.36
C -4.69 -0.33 -1.29
C -3.36 -0.02 -1.16
N -2.65 -0.46 -0.12
C -3.23 -1.22 0.82
H -4.41 -6.37 2.96
H -4.41 -4.34 4.28
H -5.78 -4.55 3.15
H -3.34 -3.06 2.48
H -6.32 -1.48 -0.44
H -5.25 0.06 -2.13
H -2.81 0.56 -1.90
H -2.58 -1.48 1.65
F -2.16 2.08 0.59
C -0.96 1.81 0.02
F -1.04 2.23 -1.27
C 0.01 2.79 0.71
F 0.20 2.45 1.98
F -0.47 4.02 0.68
F 1.20 2.80 0.10
C -1.94 -5.62 -0.59
N -1.17 -4.50 -0.08
C -0.28 -4.56 1.07
C 0.27 -3.14 1.10
O 1.14 -2.77 1.83
N -0.39 -2.39 0.14
C -1.18 -3.26 -0.56
N -1.87 -2.87 -1.62
H -1.50 -6.54 -0.23
H -1.90 -5.64 -1.68
H -2.98 -5.57 -0.25
H 0.51 -5.29 0.94
H -0.82 -4.77 2.00
H -1.58 -1.95 -2.00
H -2.34 -3.56 -2.20
*
```

Energy above the lowest of the compared OMol25 structures with the same formula, charge and spin ... 187.17 kJ/mol
Highest occupied orbital energy ... -9.42 eV
LUMO ... -4.846 eV
Kohn-Sham gap ... 0.1682 Ha


6.
# C31H33ClN2O2PdSi2

A molecular structure, C31H33ClN2O2PdSi2 (the ωB97M-V functional and the def2-TZVPD basis, the OMol25 dataset).

```
! RIJCOSX wB97M-V def2-TZVPD def2/J DEFGRID3
* xyz 2 5
C -2.03 -1.39 0.50
C -2.80 -0.88 -0.58
C -2.61 -1.75 -1.71
H -3.44 0.00 -0.53
C -1.71 -2.79 -1.32
C -1.34 -2.55 0.05
H -0.71 -3.16 0.69
H -1.98 -0.95 1.51
H -3.10 -1.61 -2.67
H -1.35 -3.62 -1.93
Pd -0.82 -0.93 -1.14
Si -0.76 -0.79 -6.46
C -0.25 0.90 -7.27
C 1.09 1.11 -7.59
H 1.84 0.37 -7.28
C 1.50 2.24 -8.31
H 2.55 2.37 -8.57
C 0.57 3.22 -8.67
H 0.89 4.11 -9.22
C -0.75 3.07 -8.24
H -1.47 3.86 -8.45
C -1.16 1.93 -7.53
H -2.19 1.84 -7.17
C 0.01 -1.97 -7.78
C -0.55 -2.18 -9.06
H -1.54 -1.78 -9.32
C 0.15 -2.87 -10.07
H -0.29 -2.99 -11.07
C 1.43 -3.38 -9.81
H 2.00 -3.91 -10.58
C 1.99 -3.23 -8.53
H 3.00 -3.63 -8.33
C 1.27 -2.54 -7.54
H 1.73 -2.43 -6.55
H -2.24 -0.80 -6.50
Si 2.44 1.50 -4.19
C 1.53 -0.14 -4.46
C 0.09 -0.27 -4.70
H -0.53 0.60 -4.45
C -0.57 -1.55 -4.48
H -1.61 -1.50 -4.09
C 0.23 -2.71 -4.26
H -0.22 -3.70 -4.19
C 1.57 -2.55 -4.00
H 2.16 -3.40 -3.66
C 2.22 -1.29 -4.08
H 3.29 -1.23 -3.84
C 1.17 2.86 -4.19
C 0.10 2.78 -3.29
H 0.19 2.15 -2.40
C -1.09 3.46 -3.58
H -1.99 3.24 -2.99
C -1.14 4.39 -4.63
H -2.07 4.91 -4.89
C 0.02 4.65 -5.36
H -0.02 5.41 -6.18
C 1.18 3.90 -5.14
H 2.07 4.06 -5.75
H 3.50 1.82 -5.08
Cl 3.37 1.23 -2.37
C 1.42 3.23 2.16
O 1.85 1.85 2.09
C 1.21 1.11 1.15
O 0.31 1.51 0.41
N 1.71 -0.18 1.22
N 1.47 -1.03 0.09
H 2.07 3.68 2.90
H 0.37 3.29 2.49
H 1.56 3.74 1.19
H 2.65 -0.22 1.61
H 2.17 -0.84 -0.63
H 1.56 -2.00 0.41
*
```

Energy above the lowest of the compared OMol25 structures with the same formula, charge and spin ... 0.00 kJ/mol
Highest occupied orbital energy (spin up / spin down) ... -11.57 / -13.91 eV
LUMO (spin up / spin down) ... -5.511 / -9.647 eV
Kohn-Sham gap (spin up / spin down) ... 0.2225 / 0.1565 Ha
Expectation value of S² ... 6.04


Question: Which formula does entry 2 have?
Answer: C31H33As2N3O8Sn